(1)
{
  "formula": "C2HFN2O",
  "method": "the ωB97M-V functional and the def2-TZVPD basis",
  "species": ["C", "C", "N", "N", "O", "F", "H"],
  "coordinates": [[1.47, 0.66, -0.12], [-0.55, -0.72, 0.17], [1.09, 1.70, 0.03], [-1.61, -0.20, 0.13], [-2.38, 0.70, 0.10], [0.05, -1.86, -0.03], [1.93, -0.28, -0.28]],
  "homo_energy_ev": -10.2,
  "smiles": "[O-][N+]#CF.C#N",
  "homo_lumo_gap_ev": 9.63,
  "lumo_ev": -0.54,
  "total_energy_ev": -9829.6635
}


(2)
{
  "formula": "C7H9BBrF8N4O3",
  "method": "the ωB97M-V functional and the def2-TZVPD basis",
  "species": ["O", "B", "O", "N", "C", "N", "C", "N", "N", "Br", "H", "H", "H", "H", "H", "C", "C", "C", "F", "F", "F", "F", "O", "C", "C", "F", "F", "F", "F", "H", "H", "H", "H"],
  "coordinates": [[5.44, 2.39, 3.97], [5.14, 3.08, 2.85], [5.65, 4.34, 2.66], [4.29, 2.53, 1.76], [3.04, 2.05, 1.72], [2.45, 1.61, 0.59], [1.23, 1.26, 0.94], [1.01, 1.45, 2.24], [2.17, 1.96, 2.76], [2.24, 2.38, 4.54], [5.09, 1.50, 4.01], [6.61, 4.36, 2.61], [4.70, 2.55, 0.84], [0.49, 0.87, 0.26], [0.17, 1.28, 2.77], [-4.02, -1.87, -2.57], [-3.69, -3.25, -1.99], [-3.55, -3.38, -0.47], [-2.52, -2.62, -0.01], [-3.28, -4.66, -0.16], [-2.61, -3.77, -2.60], [-4.76, -4.04, -2.29], [-2.95, -1.12, -3.13], [-2.18, -0.26, -2.41], [-0.71, -0.69, -2.43], [-0.55, -1.92, -1.92], [-0.01, 0.17, -1.64], [-2.62, -0.08, -1.15], [-2.21, 0.94, -3.03], [-4.65, -2.09, -3.43], [-4.62, -1.28, -1.88], [-4.47, -3.07, 0.03], [-0.31, -0.66, -3.44]],
  "homo_energy_ev": -13.8,
  "homo_lumo_gap_ev": 9.37,
  "lumo_ev": -4.46,
  "charge": 1,
  "total_energy_ev": -111962.2939
}


(3)
{
  "formula": "C19H54N2O11",
  "method": "the ωB97M-V functional and the def2-TZVPD basis",
  "species": ["C", "C", "C", "O", "C", "N", "H", "H", "H", "H", "H", "H", "H", "H", "H", "H", "H", "C", "C", "C", "O", "C", "N", "H", "H", "H", "H", "H", "H", "H", "H", "H", "H", "H", "C", "C", "C", "O", "H", "H", "H", "H", "H", "H", "H", "H", "C", "C", "O", "O", "H", "H", "H", "H", "H", "H", "C", "C", "O", "O", "H", "H", "H", "H", "H", "H", "C", "C", "O", "O", "H", "H", "H", "H", "H", "H", "C", "C", "O", "O", "H", "H", "H", "H", "H", "H"],
  "coordinates": [[1.54, -11.23, -0.12], [0.74, -10.22, -0.88], [1.30, -8.77, -0.91], [1.40, -8.21, 0.42], [1.87, -6.87, 0.46], [0.59, -10.87, -2.14], [1.11, -12.22, -0.25], [1.46, -11.16, 0.96], [2.56, -11.23, -0.51], [-0.29, -10.11, -0.57], [0.65, -8.18, -1.55], [2.30, -8.73, -1.36], [2.81, -6.75, -0.08], [2.21, -6.74, 1.48], [1.05, -6.16, 0.33], [0.11, -11.76, -2.18], [1.51, -11.05, -2.53], [-3.44, -1.88, -5.06], [-3.62, -2.64, -6.42], [-5.10, -3.14, -6.50], [-5.51, -3.96, -5.45], [-6.72, -4.72, -5.60], [-3.23, -1.72, -7.41], [-4.16, -1.06, -5.06], [-2.45, -1.46, -4.91], [-3.83, -2.43, -4.20], [-2.85, -3.41, -6.40], [-5.14, -3.66, -7.45], [-5.81, -2.33, -6.67], [-7.60, -4.29, -5.13], [-6.59, -5.66, -5.06], [-6.87, -4.98, -6.65], [-2.43, -1.99, -7.96], [-3.04, -0.82, -6.99], [8.57, 5.39, 2.96], [9.18, 5.26, 1.56], [8.63, 4.03, 0.84], [8.94, 6.53, 0.90], [8.98, 6.30, 3.41], [8.86, 4.52, 3.55], [7.48, 5.40, 2.87], [10.23, 5.24, 1.83], [8.93, 4.01, -0.20], [7.55, 3.91, 0.89], [9.13, 3.18, 1.31], [8.97, 7.32, 1.45], [0.67, 2.79, 0.77], [1.68, 2.00, -0.18], [2.23, 1.01, 0.47], [-0.14, 1.81, 1.24], [0.06, 3.65, 0.52], [1.06, 3.24, 1.68], [2.51, 2.61, -0.54], [1.18, 1.68, -1.10], [1.50, 0.45, 0.73], [-0.78, 2.17, 1.86], [3.50, 8.16, -0.42], [4.00, 9.14, 0.56], [3.01, 10.13, 0.75], [3.61, 8.67, -1.65], [2.49, 7.81, -0.23], [4.15, 7.29, -0.43], [4.96, 9.57, 0.31], [4.24, 8.70, 1.53], [3.05, 10.61, -0.09], [4.51, 8.61, -1.96], [-5.39, 4.14, 1.37], [-4.72, 5.34, 2.13], [-3.54, 5.04, 2.93], [-4.69, 3.45, 0.41], [-6.22, 4.57, 0.80], [-5.88, 3.39, 1.98], [-5.48, 5.73, 2.80], [-4.38, 6.10, 1.42], [-3.25, 5.68, 3.58], [-3.85, 3.04, 0.62], [-5.59, -0.22, 6.88], [-4.36, -0.95, 6.32], [-4.47, -2.34, 6.60], [-5.79, -0.30, 8.33], [-6.40, -0.76, 6.40], [-5.49, 0.73, 6.35], [-3.53, -0.65, 6.96], [-4.10, -0.71, 5.29], [-4.05, -2.55, 7.43], [-6.26, 0.50, 8.55]],
  "homo_energy_ev": -8.8,
  "smiles": "COC[C@H](C)N.COC[C@H](C)N.CC(C)O.OCCO.OCCO.OCCO.OCCO",
  "homo_lumo_gap_ev": 9.01,
  "lumo_ev": 0.19,
  "total_energy_ev": -46073.6099
}


(4)
{
  "formula": "C35H73IN4O2S",
  "method": "the ωB97M-V functional and the def2-TZVPD basis",
  "species": ["C", "C", "C", "C", "C", "C", "C", "C", "C", "C", "C", "C", "C", "I", "C", "C", "C", "O", "N", "C", "C", "C", "C", "S", "N", "C", "C", "C", "O", "H", "H", "H", "H", "H", "H", "H", "H", "H", "H", "H", "H", "H", "H", "H", "H", "H", "H", "H", "H", "H", "H", "H", "H", "H", "H", "H", "H", "H", "H", "H", "H", "H", "H", "H", "H", "H", "H", "H", "H", "H", "H", "H", "C", "C", "N", "C", "C", "C", "C", "H", "H", "H", "H", "H", "H", "H", "H", "H", "H", "H", "H", "H", "H", "H", "C", "C", "N", "C", "C", "C", "C", "H", "H", "H", "H", "H", "H", "H", "H", "H", "H", "H", "H", "H", "H", "H"],
  "coordinates": [[-0.73, -2.55, -1.53], [0.72, -2.14, -1.23], [1.43, -1.41, -2.38], [2.53, -0.43, -1.92], [2.55, 0.88, -2.70], [1.42, 1.84, -2.28], [0.97, 2.79, -3.39], [0.00, 2.20, -4.42], [-1.15, 1.36, -3.85], [-2.00, 2.09, -2.80], [-3.38, 2.46, -3.35], [-4.32, 3.26, -2.44], [-5.12, 2.65, -1.25], [-6.76, 4.14, -0.99], [-4.44, 2.59, 0.15], [-2.93, 2.73, 0.34], [-5.05, 1.38, 0.81], [-4.67, 0.87, 1.83], [-6.18, 0.93, 0.06], [-5.84, 1.24, -1.34], [-4.81, 0.15, -1.73], [-5.19, -1.29, -1.34], [-4.44, -1.86, -0.11], [-5.61, -2.45, 1.16], [-7.05, 1.27, -2.17], [-8.24, 0.56, -1.68], [-6.79, 1.03, -3.56], [-7.05, -0.34, -4.15], [-6.36, 1.92, -4.25], [-1.37, -2.39, -0.67], [-0.81, -3.60, -1.80], [-1.14, -1.98, -2.37], [1.30, -3.03, -0.98], [0.74, -1.50, -0.35], [0.68, -0.85, -2.95], [1.86, -2.14, -3.07], [2.37, -0.20, -0.86], [3.50, -0.92, -2.00], [2.50, 0.68, -3.78], [3.51, 1.38, -2.53], [0.58, 1.27, -1.87], [1.80, 2.45, -1.45], [0.56, 3.70, -2.96], [1.87, 3.10, -3.93], [-0.41, 3.01, -5.02], [0.56, 1.57, -5.12], [-1.79, 1.07, -4.69], [-0.75, 0.44, -3.43], [-1.50, 3.01, -2.50], [-2.10, 1.46, -1.91], [-3.20, 3.12, -4.21], [-3.86, 1.59, -3.78], [-5.04, 3.75, -3.09], [-3.73, 4.07, -1.99], [-4.89, 3.39, 0.75], [-2.50, 3.47, -0.34], [-2.41, 1.78, 0.21], [-2.74, 3.06, 1.36], [-7.01, 1.41, 0.39], [-3.87, 0.42, -1.25], [-4.60, 0.18, -2.79], [-6.26, -1.39, -1.18], [-4.95, -1.92, -2.20], [-3.79, -1.11, 0.33], [-3.82, -2.70, -0.41], [-4.92, -2.06, 2.23], [-8.10, -0.51, -1.50], [-8.59, 1.04, -0.77], [-9.03, 0.69, -2.42], [-7.91, -0.85, -3.72], [-7.20, -0.22, -5.22], [-6.18, -0.97, -3.99], [4.50, -5.45, -0.56], [4.51, -3.97, -0.19], [4.23, -3.74, 1.21], [3.92, -2.36, 1.52], [5.01, -1.30, 1.30], [5.10, -4.43, 2.15], [6.61, -4.18, 2.04], [3.57, -5.92, -0.23], [4.57, -5.56, -1.65], [5.33, -5.99, -0.12], [3.74, -3.46, -0.76], [5.47, -3.54, -0.52], [3.57, -2.30, 2.55], [3.05, -2.08, 0.91], [5.79, -1.36, 2.06], [4.57, -0.31, 1.37], [5.47, -1.39, 0.32], [4.93, -5.50, 2.06], [4.77, -4.16, 3.16], [6.96, -4.29, 1.01], [7.15, -4.91, 2.64], [6.90, -3.19, 2.39], [2.75, 3.00, 3.98], [2.90, 1.82, 4.92], [4.05, 0.98, 4.61], [4.03, -0.31, 5.26], [4.12, -0.36, 6.79], [5.33, 1.66, 4.56], [5.77, 2.43, 5.82], [2.76, 2.66, 2.94], [1.80, 3.51, 4.17], [3.55, 3.73, 4.11], [2.01, 1.18, 4.84], [2.92, 2.19, 5.96], [4.84, -0.91, 4.84], [3.10, -0.81, 4.96], [5.11, -0.11, 7.16], [3.89, -1.37, 7.14], [3.40, 0.31, 7.26], [5.31, 2.36, 3.72], [6.08, 0.91, 4.30], [4.98, 3.08, 6.19], [6.63, 3.06, 5.57], [6.08, 1.76, 6.62]],
  "homo_energy_ev": -8.1,
  "smiles": "CCCCCCCCCCCC[C@]1(I)[C@H](C)C(=O)N[C@@]1(CCCS)N(C)C(C)=O.CCN(CC)CC.CCN(CC)CC",
  "homo_lumo_gap_ev": 8.37,
  "lumo_ev": 0.29,
  "total_energy_ev": -66469.6564
}


Which formula does entry 3 have? C19H54N2O11